Entry 1:
Molecular formula: C11H14Si
Method: DFT, ωB97M-V/def2-TZVPD

ORCA input file:
```
! RIJCOSX wB97M-V def2-TZVPD def2/J DEFGRID3
* xyz 0 1
C -2.100 1.255 1.079
Si -1.117 2.104 -0.273
C -0.554 3.795 0.244
C -2.193 2.249 -1.833
C 0.251 0.949 -0.324
C 0.826 -0.107 -0.061
C 1.352 -1.443 0.149
C 2.379 -1.943 -0.675
C 2.725 -3.273 -0.657
C 2.153 -4.070 0.286
C 1.204 -3.592 1.141
C 0.796 -2.269 1.094
H -1.314 1.188 1.830
H -2.958 1.778 1.565
H -2.519 0.279 0.916
H 0.506 3.851 -0.191
H -1.256 4.578 -0.148
H -0.424 4.058 1.336
H -2.404 1.245 -2.135
H -2.984 2.949 -1.619
H -1.633 2.718 -2.673
H 2.820 -1.392 -1.448
H 3.234 -3.763 -1.463
H 2.310 -5.104 0.221
H 0.883 -4.204 1.910
H 0.015 -1.837 1.730
*
```

Calculated values
Structure (SMILES): C[Si](C)(C)C#Cc1ccccc1
Frontier orbital gap in eV: 9.570



Entry 2:
Molecular formula: C2H2I2O2S
Method: DFT, ωB97M-V/def2-TZVPD

ORCA input file:
```
! RIJCOSX wB97M-V def2-TZVPD def2/J DEFGRID3
* xyz 0 1
C 0.005 -0.684 1.131
C 0.993 0.214 -0.826
O 0.722 -0.953 2.070
O -0.076 -0.183 -0.045
S -2.752 -0.636 1.416
I 1.794 2.150 -0.318
I -3.366 0.065 -0.723
H 0.791 0.400 -1.836
H 1.887 -0.374 -0.868
*
```

Calculated values
Frontier orbital gap (alpha / beta) in eV: 7.028 / 6.567



Entry 3:
Molecular formula: C14H21ClN2O5P
Method: DFT, ωB97M-V/def2-TZVPD

ORCA input file:
```
! RIJCOSX wB97M-V def2-TZVPD def2/J DEFGRID3
* xyz -1 1
N 1.560 -0.627 2.990
N 1.603 -0.326 1.616
C 1.233 1.103 1.317
C -0.440 1.136 1.283
C -1.052 2.670 1.308
C -2.648 2.713 1.805
O -3.189 3.745 2.457
C -3.545 1.373 1.387
C -4.366 1.378 -0.059
C -5.189 -0.013 -0.437
C -5.142 -1.325 0.597
C -4.339 -1.306 2.053
C -3.527 0.071 2.418
O -0.792 0.492 0.011
C -0.398 -0.915 -0.052
P 0.109 -1.202 -1.913
O -1.171 -0.336 -2.789
Cl 1.971 -0.252 -2.318
C 0.828 -1.390 0.897
H 2.092 -1.525 3.151
H 0.582 -0.822 3.304
H 2.621 -0.440 1.342
H 1.551 1.837 2.176
H 1.573 1.485 0.240
H -0.781 0.568 2.246
H -1.055 3.082 0.188
H -0.382 3.398 1.976
H -4.338 2.334 -0.772
H -5.785 -0.016 -1.449
H -5.697 -2.320 0.300
H -4.294 -2.224 2.784
H -2.882 0.199 3.410
H -1.295 -1.684 0.119
H -1.123 0.653 -2.571
H 0.400 -2.218 1.643
H 1.591 -1.996 0.206
O 6.002 -1.028 -2.111
C 6.310 -0.692 -3.372
C 5.120 -1.135 -4.345
O 5.438 -0.821 -5.609
H 7.227 -1.135 -3.799
H 6.476 0.381 -3.577
H 4.208 -0.671 -3.928
H 4.935 -2.201 -4.125
*
```

Calculated values
Frontier orbital gap in eV: 1.722



Entry 4:
Molecular formula: C14H12N4O2S3
Method: DFT, ωB97M-V/def2-TZVPD

ORCA input file:
```
! RIJCOSX wB97M-V def2-TZVPD def2/J DEFGRID3
* xyz 0 1
C 3.891 -1.116 5.026
C 3.667 -1.849 3.950
C 2.446 -1.734 3.112
S 2.911 -1.189 1.412
C 1.452 -1.599 0.590
N 0.427 -2.149 1.153
N -0.583 -2.361 0.317
C -0.341 -1.970 -0.887
N -1.264 -2.037 -1.898
C -1.048 -1.375 -3.076
O 0.046 -0.980 -3.398
C -2.277 -1.232 -3.955
S -2.400 0.497 -4.539
C -2.047 1.259 -3.031
N -1.956 0.626 -1.907
C -1.578 1.590 -0.998
C -1.291 1.509 0.356
C -0.918 2.681 0.985
C -0.837 3.892 0.298
C -1.120 3.988 -1.053
C -1.485 2.816 -1.684
O -1.798 2.580 -2.994
S 1.246 -1.273 -1.130
H 4.783 -1.232 5.616
H 3.183 -0.378 5.366
H 4.390 -2.580 3.617
H 1.744 -1.002 3.506
H 1.946 -2.693 2.981
H -2.196 -2.294 -1.607
H -3.195 -1.493 -3.432
H -2.168 -1.831 -4.859
H -1.355 0.570 0.882
H -0.680 2.661 2.038
H -0.541 4.780 0.835
H -1.054 4.919 -1.590
*
```

Calculated values
Structure (SMILES): C=CCSc1nnc(NC(=O)CSc2nc3ccccc3o2)s1
Frontier orbital gap in eV: 8.749



Entry 5:
Molecular formula: C4H5LiO2Yb
Method: DFT, ωB97M-V/def2-TZVPD

ORCA input file:
```
! RIJCOSX wB97M-V def2-TZVPD def2/J DEFGRID3
* xyz 2 3
H 0.936 -2.146 -1.491
C 1.538 0.266 0.438
C 0.705 -0.104 -0.655
C -0.659 0.300 -0.699
C -1.527 0.275 0.386
O -2.740 0.685 0.324
Yb -4.856 1.002 1.577
H 1.194 1.053 1.133
H 1.250 -0.179 -1.601
H -1.023 0.794 -1.603
H -1.140 -0.027 1.373
O 2.622 -0.303 0.710
Li 3.699 -1.614 0.109
*
```

Calculated values
Expectation value of S²: 2.020
Frontier orbital gap (alpha / beta) in eV: 3.603 / 5.683



Entry 6:
Molecular formula: C4H40N2O15
Method: DFT, ωB97M-V/def2-TZVPD

ORCA input file:
```
! RIJCOSX wB97M-V def2-TZVPD def2/J DEFGRID3
* xyz -1 2
C -3.170 3.206 -1.258
C -3.242 1.668 -1.238
C -1.940 0.860 -1.267
C -1.517 0.523 -0.048
N -0.146 0.080 0.305
N -1.508 0.403 -2.507
H -3.734 3.799 -0.519
H -3.552 3.357 -2.271
H -2.162 3.619 -1.292
H -3.777 1.293 -2.245
H -3.820 1.385 -0.411
H -2.055 0.898 0.827
H 0.080 0.043 1.295
H 0.076 -0.899 -0.074
H -1.547 1.128 -3.241
H -0.410 0.243 -2.364
H 3.971 1.458 0.505
H 3.277 2.917 0.485
O 3.948 2.412 -0.036
H -5.431 0.487 0.865
H -4.114 -0.513 1.249
O -4.629 0.371 1.390
H 2.576 0.587 -2.004
H 3.084 1.793 -1.392
O 2.539 1.532 -2.098
H 1.070 -2.618 -0.103
H 1.677 -1.865 -1.193
O 1.788 -2.034 -0.308
H -0.346 -0.436 3.920
H -1.680 0.106 4.448
O -1.350 -0.379 3.789
H 0.784 2.677 3.726
H 1.609 2.268 2.492
O 1.581 2.454 3.466
H -0.717 -4.223 -1.341
H 0.465 -5.110 -1.100
O -0.077 -4.282 -0.801
H -0.751 -3.610 0.695
H -1.573 -2.577 1.676
O -0.802 -2.777 1.297
H 3.263 -2.827 -3.022
H 2.487 -1.741 -3.614
O 2.854 -1.935 -2.666
H 2.751 -2.217 2.621
H 2.297 -1.837 1.286
O 2.337 -1.426 2.177
H 0.917 2.662 0.645
H 1.782 3.841 0.559
O 1.258 3.436 1.097
H 0.651 -3.801 3.701
H 0.738 -4.091 2.244
O 1.308 -4.115 2.999
H -2.082 -1.913 -1.840
H -2.983 -2.898 -1.176
O -2.172 -2.803 -1.599
H 0.791 2.791 -4.405
H 1.721 2.881 -3.008
O 0.750 2.936 -3.433
H 1.982 1.159 0.658
H 2.349 0.447 1.968
O 2.526 1.205 1.484
*
```

Calculated values
Expectation value of S²: 0.751
Frontier orbital gap (alpha / beta) in eV: 2.289 / 7.256



Entry 7:
Molecular formula: C2H2Li2NaO2
Method: DFT, ωB97M-V/def2-TZVPD

ORCA input file:
```
! RIJCOSX wB97M-V def2-TZVPD def2/J DEFGRID3
* xyz 0 2
O -0.828 0.009 1.389
C -0.539 -0.465 0.163
C 0.720 -0.491 -0.365
Li -0.899 0.825 3.355
Li -0.121 1.935 1.091
H -1.390 -0.656 -0.513
H 1.548 -0.307 0.353
Na 0.483 -0.455 -3.827
O 1.026 -0.395 -1.645
*
```

Calculated values
Expectation value of S²: 0.751
Frontier orbital gap (alpha / beta) in eV: 2.668 / 3.737



Entry 8:
Molecular formula: C9H23FO3P
Method: DFT, ωB97M-V/def2-TZVPD

ORCA input file:
```
! RIJCOSX wB97M-V def2-TZVPD def2/J DEFGRID3
* xyz -1 1
F 0.392 1.259 0.180
C -0.011 0.272 -0.850
C -0.401 0.937 -2.307
C -1.220 2.354 -2.216
P -3.026 2.209 -1.614
O -3.394 0.858 -2.672
C -4.109 -0.071 -1.759
C -4.653 0.712 -0.398
O -4.611 2.140 -0.815
H -0.867 -0.407 -0.405
H 0.898 -0.465 -1.064
H 0.636 1.189 -2.842
H -0.905 0.111 -2.967
H -1.246 2.820 -3.311
H -0.638 3.086 -1.479
H -3.586 3.158 -2.584
H -2.862 3.384 -0.748
H -2.549 1.387 -0.531
H -5.139 -0.243 -2.336
H -3.562 -1.097 -1.611
H -4.131 0.413 0.624
H -5.720 0.209 -0.271
C 3.085 0.217 2.321
C 3.109 -0.770 1.165
O 4.223 -1.659 1.201
C 4.329 -2.497 2.349
C 3.134 -3.415 2.540
H 4.008 0.810 2.339
H 2.231 0.896 2.225
H 3.003 -0.287 3.286
H 3.185 -0.209 0.228
H 2.175 -1.336 1.110
H 4.508 -1.890 3.243
H 5.227 -3.110 2.209
H 2.208 -2.856 2.692
H 3.285 -4.060 3.411
H 2.993 -4.047 1.656
*
```

Calculated values
Frontier orbital gap in eV: 6.483



Entry 9:
Molecular formula: C6H27NO7
Method: DFT, ωB97M-V/def2-TZVPD

ORCA input file:
```
! RIJCOSX wB97M-V def2-TZVPD def2/J DEFGRID3
* xyz 0 1
C 1.140 0.446 2.122
C -0.039 1.086 2.211
C -0.356 2.089 3.400
C -1.295 0.575 1.683
C -1.949 1.265 0.593
C -3.017 0.421 -0.019
N -2.265 -0.816 -0.541
H 1.598 -0.354 1.582
H 1.858 0.723 2.849
H 0.541 2.707 3.639
H -0.368 1.226 4.172
H -1.273 2.607 3.370
H -1.254 -0.554 1.446
H -2.024 0.671 2.538
H -1.166 1.594 -0.139
H -2.290 2.314 0.850
H -3.770 0.079 0.677
H -3.373 0.983 -0.918
H -1.276 -0.658 -0.732
H -2.606 -1.091 -1.407
O -1.102 -3.002 1.610
H -1.077 -2.471 0.743
H -1.841 -2.810 2.200
O 0.090 -1.599 -1.974
H -0.435 -2.019 -2.589
H 0.988 -1.904 -1.604
O 1.492 -2.300 0.715
H 0.697 -1.932 0.471
H 1.445 -3.092 1.375
O -0.315 0.571 -3.327
H -0.088 -0.332 -3.327
H -0.125 0.934 -4.244
O 3.821 0.018 -0.472
H 4.462 -0.085 0.205
H 3.194 -0.681 -0.452
O 1.029 2.605 -2.449
H 1.560 3.330 -2.687
H 1.326 1.734 -2.463
O 2.744 -0.982 -3.281
H 3.383 -0.816 -2.715
H 1.934 -0.478 -3.111
*
```

Calculated values
Structure (SMILES): C=C(C)CCCN.O.O.O.O.O.O.O
Frontier orbital gap in eV: 8.987



Entry 10:
Molecular formula: C4H6N2O
Method: DFT, ωB97M-V/def2-TZVPD

ORCA input file:
```
! RIJCOSX wB97M-V def2-TZVPD def2/J DEFGRID3
* xyz 0 1
N 1.483 1.171 -0.851
C 0.595 0.264 -0.237
C 0.894 -0.676 0.798
C -0.286 -1.252 1.200
N -1.302 -0.701 0.467
C -0.765 0.218 -0.411
O -1.590 1.000 -1.175
H 1.160 1.444 -1.771
H 2.427 0.814 -0.914
H 1.871 -0.867 1.225
H -0.485 -1.995 1.959
H -2.249 -1.041 0.389
H -1.906 1.707 -0.590
*
```

Calculated values
Structure (SMILES): Nc1cc[nH]c1O
Frontier orbital gap in eV: 8.232



Entry 11:
Molecular formula: C13H13KN6S3
Method: DFT, ωB97M-V/def2-TZVPD

ORCA input file:
```
! RIJCOSX wB97M-V def2-TZVPD def2/J DEFGRID3
* xyz -2 1
K -0.802 -0.587 -1.884
C -0.460 -1.040 3.823
C -0.110 -0.983 2.356
N -0.434 -1.935 1.563
N -1.138 -2.953 2.078
C -1.465 -4.064 1.382
N -2.262 -4.929 2.135
S -0.990 -4.447 -0.149
C 0.594 0.162 1.768
C 0.957 1.298 2.498
C 1.583 2.354 1.853
C 1.841 2.265 0.499
C 1.450 1.099 -0.152
N 0.844 0.089 0.451
H -1.544 -1.106 3.957
H -0.117 -0.163 4.358
H 0.001 -1.914 4.292
H -1.443 -2.931 3.043
H -3.050 -4.483 2.589
H -2.565 -5.689 1.546
H 0.749 1.379 3.555
H 1.844 3.248 2.407
H 2.313 3.067 -0.051
H 1.631 0.983 -1.223
S 2.070 0.315 -3.753
C 1.648 1.973 -3.882
S 0.165 2.537 -3.236
C 2.540 2.879 -4.513
C 2.249 4.254 -4.660
N 2.079 5.388 -4.827
C 3.797 2.487 -5.024
N 4.844 2.241 -5.458
C -3.961 -0.292 -1.850
H -4.653 -1.136 -1.745
H -4.169 0.265 -2.769
H -4.038 0.369 -0.977
*
```

Calculated values
Frontier orbital gap in eV: 3.581



Entry 12:
Molecular formula: C5H26NO10
Method: DFT, ωB97M-V/def2-TZVPD

ORCA input file:
```
! RIJCOSX wB97M-V def2-TZVPD def2/J DEFGRID3
* xyz -1 1
C -0.774 -3.440 -1.615
C -0.993 -1.932 -1.371
N 0.170 -1.057 -1.288
C 0.927 -1.089 -2.549
C 1.039 -1.415 -0.076
C 1.216 0.033 0.325
O 0.474 0.541 1.200
O 2.303 0.502 -0.026
H -0.464 -3.920 -0.751
H -1.762 -3.960 -1.786
H -0.098 -3.515 -2.382
H -1.496 -1.796 -0.370
H -1.775 -1.420 -1.968
H 1.472 -2.018 -2.629
H 0.131 -1.205 -3.365
H 1.639 -0.252 -2.543
H 0.684 -2.274 0.600
H 2.023 -1.888 -0.640
H -0.243 1.352 -3.311
H -0.351 2.714 -2.817
O 0.039 2.261 -3.504
H -1.952 1.997 0.596
H -2.934 1.676 1.756
O -2.428 2.448 1.257
H -0.591 3.855 -0.713
H -2.084 3.720 -0.792
O -1.264 3.412 -1.227
H 3.534 0.321 -1.295
H 4.344 -1.038 -0.631
O 4.306 -0.327 -1.289
H 0.199 -1.194 2.659
H 0.629 -1.218 4.070
O 0.203 -1.784 3.491
H -3.567 -1.771 2.065
H -2.227 -2.248 2.414
O -3.098 -2.465 2.269
H -1.724 0.704 2.778
H -1.193 0.195 1.422
O -1.835 -0.049 2.139
H 1.390 2.432 1.050
H -0.033 2.906 1.299
O 0.898 3.250 1.442
*
```

Calculated values
Frontier orbital gap in eV: 8.493



Entry 13:
Molecular formula: H2NO2S
Method: DFT, ωB97M-V/def2-TZVPD

ORCA input file:
```
! RIJCOSX wB97M-V def2-TZVPD def2/J DEFGRID3
* xyz -1 1
N 0.952 0.625 -0.679
S -0.221 0.091 0.160
O -0.782 -1.440 -0.049
O -1.315 0.966 0.408
H 0.961 -0.110 -1.433
H 0.404 -0.132 1.593
*
```

Calculated values
Structure (SMILES): N=[S@H](=O)[O-]
Frontier orbital gap in eV: 8.680



Entry 14:
Molecular formula: C5H8N2
Method: DFT, ωB97M-V/def2-TZVPD

ORCA input file:
```
! RIJCOSX wB97M-V def2-TZVPD def2/J DEFGRID3
* xyz 0 1
C 1.190 -0.420 -2.262
N 0.395 0.078 -1.079
C 0.870 -0.484 0.233
C -0.637 -0.513 0.712
C -0.569 0.506 1.750
N -0.684 1.343 2.458
C -0.930 0.014 -0.735
H 2.206 -0.362 -2.311
H 0.868 0.318 -3.038
H 0.607 -1.502 -2.513
H 1.530 0.013 1.098
H 1.468 -1.575 0.286
H -1.290 -1.341 0.876
H -1.328 -1.030 -1.080
H -1.591 0.919 -1.154
*
```

Calculated values
Structure (SMILES): CN1CC(C#N)C1
Frontier orbital gap in eV: 9.562



Entry 15:
Molecular formula: C6H5NS5
Method: DFT, ωB97M-V/def2-TZVPD

ORCA input file:
```
! RIJCOSX wB97M-V def2-TZVPD def2/J DEFGRID3
* xyz 0 1
N -2.883 0.997 -1.145
C -2.261 -0.117 -0.641
C -3.016 -1.138 -0.042
C -2.392 -2.221 0.534
C -1.002 -2.348 0.542
C -0.225 -1.388 -0.075
C -0.859 -0.270 -0.688
S 0.092 1.031 -1.429
S 0.348 2.330 0.167
S 1.283 1.076 1.605
S 2.559 -0.019 0.460
S 1.502 -1.756 -0.094
H -2.340 1.651 -1.714
H -3.854 0.905 -1.378
H -4.104 -1.047 -0.015
H -3.009 -2.993 0.980
H -0.529 -3.196 1.035
*
```

Calculated values
Structure (SMILES): Nc1cccc2c1SSSSS2
Frontier orbital gap in eV: 7.799



| no. | total energy (eV) |
| --- | --- |
| 1 | -19510.406 |
| 2 | -33234.753 |
| 3 | -49867.940 |
| 4 | -57273.007 |
| 5 | -40038.286 |
| 6 | -38485.066 |
| 7 | -11025.476 |
| 8 | -27850.883 |
| 9 | -22478.730 |
| 10 | -9272.454 |
| 11 | -71462.129 |
| 12 | -27571.977 |
| 13 | -16451.941 |
| 14 | -8290.212 |
| 15 | -61970.193 |